Molecular formula: C27H58F3NaO21P2S3
Method: DFT, the ωB97M-V functional and the def2-TZVPD basis

XYZ file:
```
115
Properties=species:S:1:pos:R:3:forces:R:3
Na -0.459 0.378 -1.366 -0.3 -0.1 -0.1
O -1.286 0.008 0.717 0.7 0.2 1.0
H -0.727 0.317 1.473 -0.7 -0.5 -0.9
C 3.651 1.601 7.297 0.0 0.1 -1.7
C 2.643 2.743 7.486 0.7 0.9 -0.1
O 1.362 2.174 7.720 -1.3 0.2 -1.5
P 0.372 2.091 6.439 1.1 1.5 -0.7
O 0.158 3.291 5.584 -0.1 -0.5 1.6
O 1.043 0.989 5.547 0.2 -1.2 -0.4
C 0.740 0.898 4.141 -1.8 1.1 -0.3
C 1.978 0.846 3.358 1.5 1.0 -1.4
O -0.869 1.483 7.114 -1.3 -0.8 0.3
C -1.066 0.091 7.458 -1.5 -1.1 -0.6
C -0.278 -0.371 8.634 1.8 2.3 -0.2
H 4.679 1.847 7.645 -0.7 -0.1 -0.5
H 3.263 0.761 7.856 0.1 -0.2 0.4
H 3.611 1.239 6.208 0.5 0.6 1.5
H 2.843 3.299 8.396 0.3 0.0 0.2
H 2.593 3.538 6.681 0.1 -1.1 0.5
H 0.070 0.051 3.903 0.5 0.1 0.7
H 0.173 1.808 3.794 0.4 -0.7 0.7
H 2.637 0.024 3.702 -0.1 0.7 -0.2
H 1.651 0.630 2.316 0.4 0.1 0.5
H 2.485 1.904 3.303 -0.6 -2.1 0.4
H -2.125 -0.023 7.746 0.3 0.6 -0.2
H -0.987 -0.610 6.598 0.5 0.9 0.2
H -0.614 -1.309 8.924 -0.5 -1.9 0.4
H 0.831 -0.413 8.378 -1.4 0.2 0.8
H -0.556 0.329 9.452 0.9 -0.4 -0.2
C 2.291 -3.443 -4.345 -0.6 1.3 -1.4
C 1.415 -2.219 -3.973 0.0 -0.3 -0.7
O 1.643 -1.084 -4.870 0.9 0.0 -0.8
P 0.539 -0.020 -5.110 -1.4 -0.1 -0.2
O -0.238 0.395 -3.917 1.0 0.3 -0.2
O 1.239 1.101 -6.003 0.2 -0.1 1.3
C 0.933 2.522 -5.735 1.9 0.5 -0.7
C 1.844 3.193 -4.600 -2.6 -1.6 -1.3
O -0.558 -0.662 -6.090 -0.6 -0.4 0.7
C -0.421 -1.203 -7.406 0.8 1.9 -0.6
C -1.694 -0.984 -8.228 0.6 -1.2 -0.5
H 3.393 -3.222 -4.429 -1.2 -0.1 0.5
H 2.053 -4.227 -3.604 0.3 0.2 -0.6
H 1.919 -3.673 -5.387 0.6 -0.5 1.1
H 0.339 -2.443 -4.097 0.5 -0.3 0.6
H 1.660 -1.819 -3.022 -0.1 0.0 1.1
H 1.160 2.951 -6.714 0.0 0.2 0.2
H -0.124 2.566 -5.632 -0.8 0.4 0.8
H 2.807 2.807 -4.693 1.8 -0.4 -0.4
H 1.855 4.272 -4.578 -0.3 0.2 -0.2
H 1.451 2.777 -3.702 -0.3 0.1 1.1
H 0.419 -0.603 -7.795 -0.3 -0.5 -0.7
H -0.121 -2.230 -7.393 0.1 -0.7 0.3
H -1.916 0.054 -8.369 -0.3 0.6 0.3
H -1.566 -1.391 -9.254 0.3 0.2 0.6
H -2.530 -1.560 -7.833 -0.1 0.3 0.3
C 1.592 -2.472 1.466 -0.4 -0.2 0.4
S 0.503 -2.471 0.067 0.1 0.8 -0.5
O 1.002 -1.333 -0.786 0.1 -0.2 -0.3
C 1.133 -3.966 -0.680 -2.2 -0.7 -0.2
H 1.444 -1.508 1.955 0.2 0.0 -0.1
H 2.637 -2.702 1.225 -0.3 0.2 0.0
H 1.138 -3.221 2.109 0.3 -0.3 0.4
H 2.150 -3.913 -0.801 2.6 0.5 -0.6
H 0.632 -4.160 -1.652 0.1 0.2 0.8
H 0.972 -4.786 0.019 -0.4 -0.1 0.0
C -4.289 2.870 -3.510 -0.8 -0.7 0.3
S -2.709 1.996 -3.548 1.1 0.8 -0.2
O -2.657 1.193 -2.281 -0.5 0.2 -0.2
C -3.091 0.851 -4.811 -1.8 -0.1 -1.8
H -4.954 2.060 -3.189 -0.3 0.2 -0.2
H -4.737 3.458 -4.353 1.0 -0.7 0.5
H -4.156 3.472 -2.634 -0.1 0.7 0.4
H -3.298 1.351 -5.821 0.6 -0.4 1.4
H -4.054 0.380 -4.531 0.5 0.0 0.0
H -2.297 0.125 -4.900 0.1 -0.1 0.0
C -1.451 3.033 1.003 0.7 -0.7 1.0
S 0.343 2.982 0.607 -1.0 -0.6 -0.5
O 0.480 2.400 -0.806 0.1 0.9 1.0
C 0.526 4.773 0.483 1.1 0.6 0.0
H -1.503 3.331 2.090 -0.2 0.4 -1.3
H -1.793 1.990 0.999 0.2 -0.1 -0.3
H -1.995 3.573 0.227 0.1 0.4 0.4
H 1.588 5.122 0.660 -1.1 -0.7 -0.2
H -0.122 5.256 1.233 0.2 -0.2 -0.5
H 0.259 5.012 -0.551 -0.2 0.2 0.2
C -3.394 -1.557 -0.869 1.3 2.5 1.3
C -3.137 -2.041 -2.237 1.0 -0.4 -0.7
O -3.568 -3.382 -2.263 0.5 0.3 1.3
C -3.598 -3.796 -0.912 0.1 1.4 -1.7
O -3.900 -4.868 -0.565 -0.2 -1.6 0.5
O -3.275 -2.762 -0.151 -0.1 -0.5 1.5
F -1.733 -1.958 -2.413 -0.6 -0.6 -0.2
H -4.351 -1.090 -0.672 -0.5 -0.2 -0.3
H -2.626 -0.785 -0.455 -1.0 -1.5 -0.7
H -3.571 -1.571 -3.081 -0.4 0.7 -0.6
C -2.489 -3.445 2.890 -0.6 0.0 -0.1
C -2.529 -1.940 3.040 -1.5 -1.2 -0.8
O -1.574 -1.635 3.943 1.2 -0.6 1.6
C -1.111 -2.797 4.538 -1.4 -0.4 -0.2
O -0.373 -2.807 5.451 0.8 0.0 0.5
O -1.709 -3.905 3.985 0.9 1.4 0.2
F -3.799 -1.580 3.462 0.3 0.3 0.4
H -2.092 -3.729 1.932 0.5 -0.3 -0.2
H -3.490 -3.831 2.968 -0.3 -0.3 0.1
H -2.317 -1.435 2.153 0.1 1.2 -1.6
C 3.503 0.936 -0.098 -1.0 1.3 -0.9
C 3.269 1.234 -1.627 2.3 -2.8 1.5
O 3.512 -0.105 -2.147 -0.7 0.8 -0.2
C 3.888 -0.988 -1.170 0.9 0.5 -2.0
O 4.236 -2.100 -1.398 -0.5 -0.6 0.0
O 4.024 -0.370 -0.034 0.2 0.4 1.7
F 4.332 2.036 -2.039 -1.3 -0.2 -0.4
H 2.501 0.910 0.319 0.1 0.3 0.6
H 4.209 1.674 0.346 -0.7 -0.7 -0.2
H 2.257 1.517 -1.909 0.5 0.7 -0.2
```
Positions in Å, forces in eV/Å.

Calculated values
HOMO (Ha): -0.2950
Relative energy (zero: lowest compared OMol25 entry of this formula, charge and spin) (kJ/mol): 30.1
LUMO energy (eV): -0.065
Kohn-Sham gap (eV): 7.964